Below is a cluster of 2 separate species, C6H14N2O2 in total in a non-equilibrium geometry, with properties calculated with wB97M-V/def2-TZVPD.

```
24
Properties=species:S:1:pos:R:3:forces:R:3
C -1.2859 -1.2830 -1.0269 2.62 -1.68 0.67
C -1.9261 -1.6944 0.2892 -0.07 -0.09 0.00
C -0.3619 1.2800 -0.2385 1.33 2.51 0.58
N -0.8717 1.9354 -1.3320 -0.07 -0.58 0.22
O -0.9197 1.3157 0.8478 -0.10 -0.76 -0.72
H -1.8429 2.1914 -1.2627 -0.10 -0.04 -0.08
H -0.5181 1.7276 -2.2513 -0.02 -0.04 0.07
H -1.9264 -0.5856 -1.5601 0.73 0.76 0.06
H -1.2082 -2.1274 -1.7156 -0.30 -0.35 0.03
H -1.9950 -0.8329 0.9543 -0.06 -0.09 0.04
H -1.3174 -2.4506 0.7893 -0.07 -0.01 0.02
H -2.9267 -2.1071 0.1475 -0.05 0.01 0.06
C 1.5845 -1.2869 -0.0758 2.34 1.05 0.89
C 1.6707 -0.0330 0.4758 -0.99 -1.71 -0.55
N 1.4336 1.1858 2.5388 -0.08 0.00 -0.08
C 1.2133 1.1296 -0.3203 -0.77 -0.25 -0.09
O 1.8848 0.0425 1.8058 0.15 0.22 0.35
H 0.4575 1.3398 2.2707 0.21 -0.02 -0.07
H 1.9970 1.9845 2.2467 -0.07 -0.20 -0.04
H 1.8901 -1.4183 -1.1037 -0.49 0.13 -0.29
H 1.8366 -2.1264 0.5540 -0.20 -0.15 0.22
H 0.0053 -1.2565 -0.7256 -3.86 1.21 -1.18
H 1.6147 2.0743 0.0502 -0.15 0.05 -0.13
H 1.5119 0.9957 -1.3576 0.07 0.02 -0.01
```
Positions in Å, forces in eV/Å.

Output
Energy above the lowest of the compared OMol25 structures with the same formula, charge and spin   118.2 kcal/mol
HOMO   -0.3006 Ha
Structure (SMILES)   C=C(CC(N)=O)ON.CC
Calculated total energy   -13520.4968 eV
LUMO   0.023 Ha

Computed Mulliken charges, given in elementary charges: atom 1 (C): -0.46, atom 2 (C): -0.95, atom 3 (C): 0.52, atom 4 (N): -0.43, atom 5 (O): -0.67, atom 6 (H): 0.28, atom 7 (H): 0.23, atom 8 (H): 0.27, atom 9 (H): 0.42, atom 10 (H): 0.23, atom 11 (H): 0.28, atom 12 (H): 0.35, atom 13 (C): -1.43, atom 14 (C): 1.03, atom 15 (N): -0.57, atom 16 (C): -0.91, atom 17 (O): -0.32, atom 18 (H): 0.37, atom 19 (H): 0.28, atom 20 (H): 0.37, atom 21 (H): 0.40, atom 22 (H): -0.08, atom 23 (H): 0.31, atom 24 (H): 0.47